1.
{"formula": "C24H21BClCsN10O6", "method": "the ωB97M-V functional and the def2-TZVPD basis", "spin_multiplicity": 2, "charge": -1, "total_energy_ha": -2431.456185, "s_squared": 0.77, "gap_ev": [7.2101, 6.8860], "species": ["Cs", "Cl", "O", "O", "O", "O", "O", "O", "N", "N", "N", "N", "N", "N", "N", "N", "N", "N", "C", "C", "C", "C", "C", "C", "C", "C", "C", "C", "C", "C", "C", "C", "C", "C", "C", "C", "C", "C", "C", "C", "C", "C", "B", "H", "H", "H", "H", "H", "H", "H", "H", "H", "H", "H", "H", "H", "H", "H", "H", "H", "H", "H", "H", "H"], "positions_angstrom": [[0.634, -1.262, 0.025], [2.521, -4.062, -0.590], [-5.392, -3.524, -1.110], [2.830, -3.020, -4.061], [-1.035, -3.300, -2.956], [-3.432, -3.559, 1.100], [-0.771, -3.439, -0.093], [-3.899, -2.877, -3.567], [2.913, -0.384, 1.422], [0.137, -0.080, 2.742], [-0.970, 0.054, -2.595], [1.119, 1.888, 3.881], [1.529, 3.172, 3.911], [2.584, 0.521, 2.359], [2.574, -2.806, -2.910], [0.482, -1.376, 2.899], [1.344, 1.910, 0.201], [0.764, 2.006, 1.410], [-0.724, -0.334, -3.844], [-0.651, -2.045, 3.055], [-2.069, 2.508, -5.957], [-1.760, -1.186, 3.024], [-1.956, 2.047, -3.481], [-1.696, 1.645, -4.787], [4.221, -0.549, 1.496], [-3.196, -3.479, -0.087], [4.774, 0.268, 2.496], [-3.423, -3.158, -2.486], [1.167, 2.444, 6.013], [-1.578, 1.227, -2.431], [0.908, 1.420, 5.134], [3.688, 0.935, 3.020], [1.554, 3.517, 5.187], [1.953, -3.972, -2.259], [-1.836, -3.428, -0.701], [-1.207, 0.056, 2.820], [-0.154, 2.995, 1.426], [-0.183, 3.567, 0.174], [0.780, 2.845, -0.548], [-4.194, -3.398, -1.215], [-1.063, 0.420, -4.957], [-1.975, -3.299, -2.166], [1.169, 1.074, 2.571], [-1.307, 3.274, -6.119], [-0.255, -1.303, -3.958], [-0.844, 0.044, -5.948], [-3.017, 3.016, -5.781], [-2.153, 1.920, -6.870], [-2.454, 2.987, -3.278], [-0.680, 3.257, 2.329], [1.084, 2.424, 7.086], [2.270, -4.873, -2.780], [0.867, -3.790, -2.303], [-2.800, -1.451, 3.107], [-0.632, -3.119, 3.150], [0.591, 0.405, 5.304], [-1.667, 1.027, 2.735], [1.082, 2.968, -1.577], [5.804, 0.359, 2.795], [3.628, 1.675, 3.800], [-1.763, 1.531, -1.406], [4.713, -1.247, 0.837], [-0.786, 4.396, -0.156], [1.838, 4.518, 5.471]], "forces_ev_per_a": [[0.1721, 0.9591, -1.1452], [0.0606, -0.0506, 0.0790], [0.1267, 0.0826, -0.0923], [-0.0284, 0.0932, 0.2611], [-0.1916, 0.0009, -0.0231], [-0.1170, -0.0180, -0.1601], [-0.6420, -1.1556, -0.1423], [0.0667, -0.1103, 0.1628], [0.2945, -0.0445, 0.0995], [-0.0377, -0.0442, 0.1593], [-0.0100, -0.0756, 0.0531], [0.1264, 0.0324, 0.0036], [0.0821, 0.1765, 0.0626], [0.1947, 0.1764, 0.2608], [0.0964, 0.2158, -0.3510], [0.1675, -0.1390, 0.4922], [-0.0194, -0.0005, -0.3124], [-0.0821, 0.0716, 0.2002], [-0.0125, 0.0263, -0.0401], [0.0877, 0.0618, 0.0887], [0.0115, 0.0058, 0.0077], [-0.0634, -0.0236, -0.0979], [0.0052, -0.0346, -0.0433], [0.0151, -0.0507, 0.0748], [-0.0332, 0.1290, 0.1273], [0.2122, -0.0040, 0.3316], [-0.0514, 0.0485, 0.0781], [-0.1787, 0.1708, -0.5973], [0.0188, -0.0049, 0.0893], [-0.0089, 0.0345, 0.0651], [-0.0400, 0.0335, -0.1065], [0.1475, -0.0559, -0.0253], [-0.0563, -0.1056, -0.0196], [0.0684, -0.2080, -0.0653], [-0.0557, -0.0101, 0.1767], [-0.0512, 0.1936, -0.0493], [-0.0027, 0.0436, -0.0547], [-0.0698, 0.0341, 0.0858], [0.0636, -0.0674, 0.0089], [-0.4682, -0.1040, 0.2676], [-0.0193, 0.0506, 0.0091], [0.4322, -0.0573, -0.0592], [-0.0665, -0.0449, 0.2202], [-0.0101, 0.0093, -0.0155], [-0.0016, 0.0010, -0.0254], [0.0041, -0.0124, -0.0042], [-0.0016, 0.0098, -0.0127], [-0.0018, 0.0009, -0.0059], [-0.0029, 0.0081, 0.0005], [0.0006, -0.0113, 0.0135], [0.0001, -0.0108, 0.0005], [-0.2500, -0.0513, -0.0472], [0.1769, -0.1709, 0.1335], [-0.0164, 0.0280, -0.0256], [-0.0104, 0.0000, 0.0230], [-0.0087, -0.0271, -0.0332], [-0.0343, -0.0144, -0.0280], [0.0261, -0.0329, -0.0081], [0.0049, 0.0056, 0.0091], [-0.0120, 0.0033, -0.0022], [-0.0042, 0.0168, -0.0148], [-0.0031, -0.0024, -0.0220], [-0.0089, 0.0033, 0.0042], [0.0091, 0.0163, -0.0194]]}

2.
{"formula": "C24H21Cl2CuN5O6", "method": "the ωB97M-V functional and the def2-TZVPD basis", "spin_multiplicity": 2, "charge": 0, "total_energy_ha": -4213.307061, "s_squared": 0.75, "gap_ev": [8.0817, 7.2022], "species": ["Cu", "Cl", "Cl", "O", "O", "O", "O", "O", "O", "N", "N", "N", "N", "N", "C", "C", "C", "C", "C", "C", "C", "C", "C", "C", "C", "C", "C", "C", "C", "C", "C", "C", "C", "C", "C", "C", "C", "C", "H", "H", "H", "H", "H", "H", "H", "H", "H", "H", "H", "H", "H", "H", "H", "H", "H", "H", "H", "H", "H"], "positions_angstrom": [[-0.411, -0.501, 0.627], [1.597, 5.116, 0.252], [4.094, -2.387, -4.420], [1.821, -1.220, 2.457], [-1.385, -3.542, -2.640], [-0.177, -0.214, 2.453], [-2.169, -0.218, -1.971], [0.629, 1.234, 4.558], [-1.113, -1.677, -0.630], [-0.904, 1.485, 0.061], [3.597, 1.166, -1.637], [-1.424, 3.427, -0.705], [-0.166, 3.225, -1.151], [1.394, 0.078, -0.361], [-1.870, -1.354, -1.641], [1.082, -0.109, 4.447], [-0.147, -3.166, -3.100], [2.470, 1.855, -1.498], [0.083, -2.261, -4.138], [0.103, 2.040, -0.663], [1.346, 3.968, 1.543], [0.928, -0.600, 3.018], [0.913, -3.821, -2.484], [2.459, -2.693, -3.892], [0.975, 2.116, 3.563], [3.463, 1.469, 3.441], [-1.855, 2.387, 0.010], [2.220, -3.600, -2.874], [-1.003, -1.565, -4.922], [-0.073, 2.926, 3.137], [1.412, -2.038, -4.507], [3.614, -0.066, -1.133], [2.395, 3.181, 1.970], [2.244, 2.240, 2.993], [-2.382, -2.552, -2.426], [2.518, -0.616, -0.488], [0.099, 3.861, 2.135], [1.366, 1.312, -0.860], [2.433, 2.863, -1.890], [-1.584, -0.874, -4.311], [3.370, 0.398, 3.264], [0.434, -0.685, 5.107], [-0.554, -0.995, -5.735], [3.656, 1.624, 4.505], [0.680, -4.512, -1.684], [-1.910, 4.275, -0.937], [-2.832, -2.198, -3.349], [-1.037, 2.786, 3.609], [2.542, -1.607, -0.056], [1.623, -1.346, -5.314], [3.367, 3.298, 1.505], [-3.147, -3.054, -1.835], [4.336, 1.822, 2.893], [3.041, -4.119, -2.397], [2.115, -0.247, 4.755], [-2.837, 2.318, 0.451], [-0.720, 4.487, 1.807], [-1.692, -2.288, -5.367], [4.528, -0.636, -1.237]], "forces_ev_per_a": [[-0.0731, -0.2663, -0.0291], [0.2337, 0.1844, 0.3192], [-0.0628, 0.0100, 0.0645], [-0.1393, -0.1997, 0.1238], [-0.1351, 0.0124, -0.1996], [0.1557, -0.1526, 0.2967], [-0.1057, -0.0876, -0.0262], [0.4227, 0.1252, 0.2494], [-0.2650, 0.1405, -0.3457], [-0.0880, 0.0814, 0.0198], [-0.0799, -0.0424, 0.0613], [0.1331, 0.0691, -0.1761], [-0.5108, -0.2772, -0.1337], [0.1203, -0.0327, 0.1013], [0.3992, 0.1563, 0.4318], [-0.2265, 0.0571, -0.1106], [-0.0757, -0.0226, 0.1375], [0.1541, 0.0253, -0.0829], [0.0649, 0.0702, -0.0987], [0.2809, -0.1922, -0.1143], [0.0008, 0.1399, -0.0616], [-0.1099, 0.1672, -0.6622], [0.0464, -0.0181, 0.0401], [0.0483, -0.0006, 0.0238], [-0.2540, -0.0648, -0.0182], [0.0062, 0.0632, 0.0439], [-0.0137, -0.1928, 0.0278], [0.0074, -0.0145, 0.0328], [0.0376, -0.0288, -0.0241], [-0.0162, 0.1057, -0.0232], [-0.0644, 0.1028, -0.0405], [0.0796, 0.0973, -0.0800], [0.0842, -0.1201, -0.0206], [0.1147, 0.0515, -0.0434], [0.1452, -0.1406, 0.0192], [-0.1008, -0.0629, 0.0178], [0.0105, 0.0334, 0.1259], [-0.2913, 0.0743, 0.0776], [0.0069, 0.0030, 0.0036], [0.0554, 0.0231, -0.0135], [0.0226, 0.0454, -0.0628], [-0.0056, -0.0500, -0.0008], [-0.0090, -0.0239, 0.0045], [-0.0536, -0.0107, -0.0118], [0.0108, 0.0195, -0.0105], [-0.0196, 0.0561, -0.0271], [-0.0141, -0.0435, -0.0338], [0.0149, -0.0087, -0.0130], [-0.0163, 0.0095, 0.0108], [-0.0018, -0.0147, 0.0154], [-0.0043, 0.0094, 0.0081], [-0.0427, 0.0233, 0.0410], [-0.0100, 0.0098, 0.0236], [-0.0201, 0.0071, -0.0134], [0.0258, 0.0766, 0.0968], [0.0476, 0.0003, -0.0074], [0.0526, 0.0161, 0.0615], [0.0093, -0.0033, 0.0455], [0.0178, 0.0048, -0.0401]]}

charge of number 2 (C24H21Cl2CuN5O6)?
0

Look up the charge of the first one.
-1